Record 1
C3H9NO6PS3 | the ωB97M-V functional and the def2-TZVPD basis

Each line ends with the natural charge from an NBO analysis.
Element x y z (Å)
C  3.43727  -0.49529  0.17781  -0.93
P  2.01624  0.44776  0.86810  0.57
C  1.68161  1.62961  -0.48496  -0.94
S  0.50580  -1.09734  0.78573  2.02
O  0.14091  -1.33101  -0.59957  -1.01
O  1.15824  -2.22495  1.37982  -0.99
N  -0.77759  -0.79391  1.74009  -1.17
S  -1.56891  0.55431  1.44097  2.08
O  -0.79753  1.74821  1.47094  -0.96
O  -2.68921  0.59772  2.30137  -0.94
S  -2.50190  0.52101  -0.53660  1.89
C  -2.76432  -1.16106  -1.05994  -0.87
O  -1.74371  1.24489  -1.50944  -0.95
O  -3.79154  1.09953  -0.33673  -0.96
H  3.70190  -1.30514  0.83785  0.25
H  3.15000  -0.86899  -0.79955  0.22
H  4.23886  0.21594  0.01912  0.22
H  1.74638  1.13967  -1.44935  0.22
H  0.73673  2.11552  -0.32900  0.28
H  2.45833  2.38595  -0.43208  0.22
H  -3.72164  -1.23037  -1.55262  0.24
H  -2.65656  -1.80280  -0.19669  0.26
H  -1.95935  -1.38924  -1.73527  0.27

Its total charge is -1. Its HOMO energy is -5.5631 eV. The value obtained for the HOMO-LUMO gap is 8.773 eV. The lowest unoccupied orbital energy comes out at 3.2099 eV.


Record 2
C9H21PS | the ωB97M-V functional and the def2-TZVPD basis

Each line ends with the natural charge from an NBO analysis.
Element x y z (Å)
C  3.39660  0.81660  -1.55688  -0.59
C  2.59640  -0.47292  -1.36288  -0.42
C  1.19277  -0.27039  -1.85362  -0.81
P  -0.17826  -0.98111  -1.15005  1.41
C  -1.65704  -0.24962  -1.93123  -0.96
S  -1.05397  -3.26639  -1.37674  -0.50
C  -0.31172  -0.73806  0.66398  -0.75
C  -0.94470  0.60071  1.06139  -0.21
C  -0.06331  1.77143  0.63606  -0.62
C  -1.18645  0.65991  2.57702  -0.38
C  -2.28018  -0.28060  3.06997  -0.61
H  2.98268  1.61847  -0.94579  0.20
H  4.43687  0.66422  -1.27846  0.20
H  3.36022  1.12819  -2.60089  0.20
H  3.09813  -1.27810  -1.91113  0.20
H  2.59445  -0.74412  -0.30521  0.19
H  1.09982  -0.18218  -2.93407  0.23
H  -2.54121  -0.60656  -1.40967  0.25
H  -1.60195  0.83624  -1.90982  0.24
H  -1.70441  -0.59516  -2.96129  0.26
H  -0.17798  -3.50809  -2.33910  0.13
H  -0.90843  -1.57254  1.03968  0.25
H  0.69419  -0.82065  1.08275  0.24
H  -1.91644  0.69369  0.56515  0.20
H  0.19635  1.69465  -0.41603  0.23
H  0.85713  1.78006  1.21384  0.20
H  -0.57860  2.71607  0.80412  0.21
H  -0.25289  0.44181  3.10093  0.20
H  -1.47300  1.68341  2.82988  0.20
H  -3.20715  -0.10462  2.53102  0.20
H  -2.00107  -1.32260  2.94186  0.20
H  -2.46685  -0.11177  4.12521  0.21

Its HOMO energy is -7.5057 eV. The value obtained for the relative energy (zero: lowest compared OMol25 entry of this formula, charge and spin) is 0.000 eV. The value obtained for the HOMO-LUMO gap is 8.093 eV. Its SMILES is CCC=[P@@](C)(S)C[C@H](C)CC. The lowest unoccupied orbital energy comes out at 0.5877 eV.


Record 3
C5H8N2 | the ωB97M-V functional and the def2-TZVPD basis

Each line ends with the natural charge from an NBO analysis.
Element x y z (Å)
C  0.85774  1.57682  1.05633  -0.26
N  0.35627  0.39929  -0.46575  -0.38
C  0.45407  -0.03328  -1.77725  -0.11
C  -0.29422  -1.20268  -1.90585  -0.31
C  -0.86894  -1.48281  -0.63597  -0.34
C  -0.43418  -0.46518  0.19188  0.21
N  -0.56728  -0.10547  1.54899  -0.79
H  0.43787  1.84692  2.02860  0.20
H  1.83868  1.17199  1.18585  0.20
H  0.82693  2.41360  0.40633  0.19
H  1.05687  0.49340  -2.50717  0.21
H  -0.40458  -1.79169  -2.81490  0.22
H  -1.51570  -2.31092  -0.36573  0.22
H  -1.44506  0.30535  1.84459  0.38
H  -0.29845  -0.81534  2.21005  0.38

Its HOMO energy is -7.5431 eV. The value obtained for the relative energy (zero: lowest compared OMol25 entry of this formula, charge and spin) is 3.888 eV. The value obtained for the HOMO-LUMO gap is 7.739 eV. The lowest unoccupied orbital energy comes out at 0.1957 eV.


Record 4
C7H11NO | the ωB97M-V functional and the def2-TZVPD basis

Each line ends with the natural charge from an NBO analysis.
Element x y z (Å)
C  1.95927  -0.00919  1.27295  -0.38
C  1.43465  0.02301  0.02483  -0.04
C  1.07935  -1.42422  -0.45313  -0.25
N  -0.42504  -1.46704  -0.74461  -0.64
C  -1.38019  -1.38564  0.31927  -0.25
C  -1.87194  0.10211  0.30299  -0.33
C  -1.43004  1.31362  0.18126  0.17
O  -0.21530  1.92705  -0.15472  -0.53
C  0.90950  1.23702  -0.81752  -0.12
H  2.47909  0.90601  1.53992  0.20
H  1.74089  -0.88523  1.99556  0.22
H  1.23483  -2.29075  0.29448  0.19
H  1.63051  -1.45947  -1.40389  0.21
H  -0.69006  -2.31133  -1.10563  0.35
H  -1.15120  -1.77254  1.41478  0.17
H  -2.31966  -1.77428  0.09561  0.21
H  -2.55907  0.17610  1.14656  0.20
H  -2.13606  2.12165  0.48140  0.19
H  0.59009  0.93400  -1.87501  0.20
H  1.67464  2.06853  -1.11778  0.22

Its HOMO energy is -8.6083 eV. The value obtained for the relative energy (zero: lowest compared OMol25 entry of this formula, charge and spin) is 5.325 eV. The value obtained for the HOMO-LUMO gap is 9.536 eV. Its SMILES is C=C1CNC/C=C\OC1. The lowest unoccupied orbital energy comes out at 0.9276 eV.


Record 5
C3H6O3 | the ωB97M-V functional and the def2-TZVPD basis

Each line ends with the natural charge from an NBO analysis.
Element x y z (Å)
C  0.66476  0.57840  -1.87891  -0.27
C  -1.06730  0.30971  -0.17005  0.22
C  0.38118  -0.66701  1.52905  0.64
H  0.39150  -0.32477  -2.35676  0.20
H  0.97693  1.50574  -2.55652  0.21
H  1.62973  0.61523  -1.30586  0.20
H  -1.91812  0.86713  0.10466  0.18
H  -0.84435  -1.04752  -0.10605  0.18
H  0.92322  -0.51410  2.58873  0.14
O  -0.52645  0.95192  -1.04990  -0.52
O  -0.17065  0.43223  1.06425  -0.56
O  0.56826  -1.68769  0.82956  -0.63

Its HOMO energy is -9.4679 eV. The value obtained for the relative energy (zero: lowest compared OMol25 entry of this formula, charge and spin) is 4.080 eV. The value obtained for the HOMO-LUMO gap is 10.368 eV. The lowest unoccupied orbital energy comes out at 0.9003 eV.


Table of molar mass (Da), in record order: 282.28, 192.31, 96.13, 125.17, 90.08